Molecular formula: C33H82F9N14O4P3S
Method: DFT, ωB97M-V/def2-TZVPD

The geometry in ORCA input format:
```
! RIJCOSX wB97M-V def2-TZVPD def2/J DEFGRID3
* xyz 0 1
H 3.2013 7.3238 1.4441
N 3.7536 7.7227 0.6660
C 3.3114 7.1324 -0.4070
C 2.1608 6.0534 -0.5007
C 2.5946 4.6041 -1.0231
C 3.7531 4.0590 -0.0595
C 3.4411 3.5561 1.3880
C 3.1805 4.7154 2.4941
C 1.3185 3.6524 -0.7063
C -0.0754 4.0891 -1.3557
C -1.2941 4.0331 -0.2818
N -1.2950 5.2370 0.5938
N -2.5403 4.1133 -1.1448
N -1.3891 2.7458 0.4281
O 1.6875 2.3415 -1.1794
C 1.3326 1.2687 -0.3070
C 0.2805 0.2250 -0.9523
C 0.8592 -0.3541 -2.3149
C 0.8379 -1.9281 -2.4691
F 0.9531 -2.5384 -1.1821
F 2.0517 -2.3071 -3.1113
C -0.4625 -2.5520 -3.1147
F -0.6738 -3.8452 -2.6172
F -1.5475 -1.7810 -2.6464
S -0.5639 -2.6371 -4.9731
F -1.7099 -3.8612 -4.8377
F -1.8500 -1.5496 -4.9586
F 0.4288 -1.3475 -5.2246
F 0.6335 -3.7553 -5.1141
F -0.7709 -2.7269 -6.6115
P 2.9183 0.2661 0.1016
O 3.1683 0.1983 1.6352
N 3.0924 4.5296 -2.4052
C 2.1796 5.0163 -3.4618
C 1.3967 3.8952 -4.3200
C 2.0239 2.4348 -4.3160
C 2.5642 2.0654 -5.7998
C 3.6818 0.9188 -5.7470
C 4.4121 5.0711 -2.7079
C 5.2198 4.1905 -3.8083
N 4.7709 4.4086 -5.2048
N 5.3494 2.7693 -3.4140
N 6.6383 4.7491 -3.7318
H 3.7890 7.4616 -1.3936
H 1.3201 6.5380 -1.1085
H 1.7211 5.9490 0.5538
H 4.6094 4.8142 0.0732
H 4.2428 3.1939 -0.6365
H 4.3816 3.0244 1.7751
H 2.6060 2.8097 1.5338
H 3.4330 4.2777 3.5218
H 2.1075 5.0788 2.4859
H 3.9512 5.5218 2.3016
H 1.0408 3.6843 0.4068
H -0.1341 5.1374 -1.7616
H -0.3531 3.2737 -2.1027
H -2.2137 5.3547 1.0390
H -1.1733 6.0440 -0.0415
H -3.1297 4.8978 -0.8587
H -2.2567 4.2332 -2.1225
H -0.7915 2.7654 1.2654
H -2.3413 2.5606 0.7586
H 0.9116 1.5563 0.7005
H -0.6343 0.8681 -1.2030
H -0.0761 -0.5341 -0.1970
H 0.2076 0.0727 -3.1542
H 1.9232 -0.0156 -2.5504
H 3.9987 0.8929 -0.5929
H 2.7816 -1.0871 -0.3353
H 2.6873 5.6450 -4.2748
H 1.3621 5.7358 -3.0922
H 0.2824 3.8417 -4.0548
H 1.3812 4.2135 -5.4240
H 2.7700 2.2102 -3.5029
H 1.1500 1.7080 -4.1524
H 2.8504 2.9785 -6.4007
H 1.6660 1.6038 -6.3470
H 3.2653 -0.0314 -6.2080
H 4.5420 1.2637 -6.4111
H 4.0275 0.6998 -4.6843
H 5.1876 5.1581 -1.8913
H 4.4305 6.1346 -3.1592
H 5.4523 3.9103 -5.8062
H 4.9257 5.4029 -5.4031
H 5.6972 2.7458 -2.4473
H 5.9846 2.2759 -4.0496
H 7.1932 4.3685 -4.5161
H 6.6093 5.7744 -3.7862
C -4.1055 -5.1261 1.0882
N -4.6293 -3.8043 1.3528
C -4.8761 -3.6629 2.7846
P -5.6641 -2.8410 0.3878
O -4.8432 -1.5575 0.6178
N -5.2853 -2.8801 -1.3013
C -3.9527 -3.2649 -1.7539
C -5.6631 -1.6407 -1.9931
N -6.7422 -4.2521 0.1386
C -6.6923 -5.1566 -1.0015
C -8.1433 -3.8485 0.3481
H -4.8535 -5.9155 1.2457
H -3.2607 -5.3411 1.7512
H -3.7008 -5.2264 0.0850
H -5.7449 -4.2589 3.0955
H -5.0746 -2.6197 3.0463
H -4.0084 -3.9699 3.3754
H -3.1582 -2.7822 -1.1775
H -3.8024 -3.0214 -2.8097
H -3.8201 -4.3466 -1.7069
H -4.9294 -0.8452 -1.8357
H -6.6349 -1.2818 -1.6368
H -5.7608 -1.8153 -3.0688
H -7.0014 -4.6799 -1.9368
H -7.3637 -6.0047 -0.8261
H -5.7044 -5.5929 -1.1396
H -8.5008 -3.2142 -0.4722
H -8.2366 -3.2801 1.2801
H -8.8025 -4.7164 0.4368
C 1.1450 -5.8457 7.4534
N 0.5868 -4.5346 7.6988
C 0.3241 -4.3829 9.1274
P -0.4640 -3.6091 6.7141
O 0.3210 -2.3024 6.9350
N -0.0716 -3.6577 5.0277
C 1.2742 -4.0120 4.5877
C -0.4770 -2.4363 4.3183
N -1.5037 -5.0504 6.4734
C -1.4226 -5.9675 5.3457
C -2.9155 -4.6794 6.6672
H 0.4153 -6.6515 7.6139
H 1.9893 -6.0324 8.1253
H 1.5601 -5.9471 6.4547
H -0.5321 -4.9964 9.4388
H 0.0981 -3.3418 9.3739
H 1.1940 -4.6616 9.7282
H 2.0534 -3.5008 5.1623
H 1.4223 -3.7759 3.5296
H 1.4356 -5.0889 4.6482
H 0.2344 -1.6202 4.4711
H -1.4606 -2.0990 4.6636
H -0.5625 -2.6260 3.2440
H -1.7363 -5.5103 4.4017
H -2.0741 -6.8300 5.5268
H -0.4231 -6.3807 5.2203
H -3.2789 -4.0640 5.8349
H -3.0305 -4.1019 7.5911
H -3.5550 -5.5614 6.7616
*
```

- M (g/mol) = 1035.08
- total energy (eV) = -127748.096
- HOMO energy (eV) = -7.9
- orbital gap (eV) = 6.81
- SMILES = [H]/N=C\C[C@@](CCC)([C@@H](CC(N)(N)N)O[C@@H](CCC(F)(F)C(F)(F)S(F)(F)(F)(F)F)[PH2]=O)N(CCCCC)CC(N)(N)N.CN(C)P(=O)(N(C)C)N(C)C.CN(C)P(=O)(N(C)C)N(C)C


Molecular formula: C22H38Cl10N6
Method: DFT, ωB97M-V/def2-TZVPD

The geometry in ORCA input format:
```
! RIJCOSX wB97M-V def2-TZVPD def2/J DEFGRID3
* xyz 0 1
Cl -31.3332 2.4774 -22.8744
C -31.0337 3.4081 -21.4010
C -30.6552 2.4650 -20.2471
Cl -31.8253 1.2325 -19.8712
H -31.9618 3.9256 -21.1582
H -30.3207 4.2246 -21.5155
H -30.5657 3.0581 -19.3370
H -29.7008 1.9465 -20.3383
Cl -24.3716 3.7147 -18.6792
C -23.0158 4.7406 -19.2777
C -23.5861 5.9533 -20.0575
Cl -24.4899 5.4317 -21.5403
H -22.2998 4.1339 -19.8320
H -22.3769 5.0931 -18.4680
H -22.7175 6.5707 -20.2864
H -24.2206 6.5029 -19.3622
Cl -30.0130 1.3938 -16.4761
C -30.2781 0.1811 -15.1685
C -31.7246 -0.3387 -15.3359
Cl -32.9225 0.9013 -15.4629
H -30.1608 0.6449 -14.1891
H -29.5667 -0.6378 -15.2751
H -32.0500 -0.9608 -14.5021
H -31.7586 -1.0359 -16.1730
Cl -25.2991 3.0386 -15.3677
C -26.1156 3.3184 -13.8008
C -26.8238 1.9812 -13.3933
Cl -27.4717 2.1667 -11.7581
H -26.8852 4.0858 -13.8824
H -25.3895 3.6869 -13.0761
H -26.1507 1.1245 -13.4278
H -27.6628 1.7774 -14.0585
Cl -24.3423 -4.1609 -12.5444
C -23.5147 -2.5759 -12.8621
C -24.4615 -1.3631 -12.8845
Cl -25.1266 -0.7996 -11.3600
H -22.9491 -2.5963 -13.7936
H -22.6976 -2.4582 -12.1504
H -25.3051 -1.5355 -13.5529
H -24.0319 -0.4712 -13.3406
C -25.7302 -3.6878 -16.3009
C -25.8674 -2.8011 -17.4839
N -25.9018 -2.0891 -18.4004
H -26.6733 -4.1682 -16.0403
H -25.3672 -3.1047 -15.4545
H -25.0000 -4.4853 -16.4382
C -23.4786 1.2850 -20.6282
C -23.4450 -0.0428 -21.1931
N -23.4297 -1.0959 -21.6642
H -24.4663 1.7226 -20.7740
H -22.6523 1.8562 -21.0514
H -23.4071 1.0801 -19.5600
C -27.6747 4.8826 -17.4899
C -27.5703 5.7871 -16.3067
N -27.5513 6.5688 -15.4125
H -27.9056 3.8831 -17.1212
H -26.7102 4.9970 -17.9846
H -28.5292 5.1158 -18.1251
C -26.7471 1.0350 -18.1076
C -26.4722 0.4662 -16.8110
N -26.2871 -0.0095 -15.7371
H -26.2199 0.4656 -18.8730
H -26.3981 2.0665 -18.0602
H -27.8000 1.1165 -18.3777
C -26.8184 -2.0943 -22.0529
C -27.1219 -0.6970 -21.5405
N -27.3355 0.3631 -21.1240
H -25.7977 -2.2677 -22.3935
H -27.3643 -2.3228 -22.9683
H -27.0635 -2.7751 -21.2378
C -29.6977 -1.7588 -18.7616
C -29.7625 -2.4374 -17.5169
N -29.7998 -2.9172 -16.4710
H -30.3719 -0.9030 -18.7946
H -29.9838 -2.3709 -19.6169
H -28.7156 -1.3012 -18.8806
*
```

- M (g/mol) = 741.12
- total energy (eV) = -157594.005
- HOMO energy (eV) = -10.4
- orbital gap (eV) = 10.61
- SMILES = ClCCCl.ClCCCl.ClCCCl.ClCCCl.ClCCCl.CC#N.CC#N.CC#N.CC#N.CC#N.CC#N


Molecular formula: C8H24KO4
Method: DFT, ωB97M-V/def2-TZVPD

The geometry in ORCA input format:
```
! RIJCOSX wB97M-V def2-TZVPD def2/J DEFGRID3
* xyz 1 1
K -11.6307 18.4146 15.5788
C -14.9529 16.9394 13.5886
C -13.5091 16.8989 13.1542
O -13.0603 18.2260 13.1837
H -15.3682 17.8200 13.0986
H -15.0317 17.1017 14.6636
H -15.5263 16.0407 13.3612
H -13.2550 16.4772 12.1817
H -12.9992 16.3221 13.9259
H -12.6061 18.4345 12.3640
C -12.2960 21.6942 13.3853
C -10.8279 21.2693 13.2376
O -10.4179 20.6975 14.4000
H -12.5374 22.2925 12.5067
H -12.5248 22.2850 14.2723
H -12.9349 20.8321 13.5769
H -10.1846 22.0853 12.9083
H -10.7006 20.4684 12.5093
H -9.4641 20.6102 14.3347
C -9.7161 16.1799 17.8099
C -9.9353 17.3424 18.7952
O -10.4171 18.4283 18.0457
H -10.7171 15.8496 17.5324
H -9.1647 15.3071 18.1595
H -9.2681 16.6008 16.9097
H -9.0032 17.6713 19.2546
H -10.6727 17.1459 19.5734
H -9.9478 19.1884 18.3974
C -9.0618 17.4163 13.2850
C -9.1739 16.0223 13.8215
O -10.3531 15.9105 14.5955
H -8.2039 17.5969 12.6374
H -8.9533 18.1751 14.0599
H -9.8967 17.7594 12.6740
H -8.3434 15.7432 14.4700
H -9.0673 15.2725 13.0376
H -10.3831 15.0321 14.9816
*
```

- M (g/mol) = 223.37
- total energy (eV) = -33194.949
- HOMO energy (eV) = -13.6
- orbital gap (eV) = 10.96


Molecular formula: C5H10N2
Method: DFT, ωB97M-V/def2-TZVPD

The geometry in ORCA input format:
```
! RIJCOSX wB97M-V def2-TZVPD def2/J DEFGRID3
* xyz 0 1
C 0.7723 0.2241 -0.3209
C 1.0872 -2.2659 0.2993
N 0.8503 -0.8921 0.7320
C -0.5817 -0.0012 0.0195
C -0.7494 2.7573 -0.9619
C -1.7376 -0.1830 0.6063
N -1.0254 1.6091 -1.3491
H 1.3552 -0.6105 1.5700
H 1.0867 -0.0747 -1.3191
H 1.1968 1.1664 0.0413
H 2.1139 -2.4091 -0.0506
H 0.4011 -2.4884 -0.5179
H 0.8844 -2.9540 1.1195
H -0.0707 2.9737 -0.0750
H -1.1192 3.6896 -1.4258
H -2.5998 0.3380 0.2104
H -1.8643 -0.8792 1.4219
*
```

- M (g/mol) = 98.15
- total energy (eV) = -8321.090
- HOMO energy (spin up / spin down) (eV) = -6.3 / -6.3
- orbital gap (spin up / spin down) (eV) = 6.92 / 6.92


Molecular formula: C33H52Cl2O14PS2
Method: DFT, ωB97M-V/def2-TZVPD

The geometry in ORCA input format:
```
! RIJCOSX wB97M-V def2-TZVPD def2/J DEFGRID3
* xyz 1 1
C 3.6342 -0.7919 6.1151
C 2.6633 -0.0808 7.2273
O 2.6265 1.3896 7.1770
C 2.2148 1.8971 5.8588
O 3.1495 2.1505 4.9006
C 0.6562 2.2608 5.4168
C -0.3605 2.4889 6.6832
C -1.1339 1.1416 7.2055
S -2.6077 0.6306 6.1412
P -4.0740 2.2071 5.9969
S -3.6945 3.1373 4.3052
C -3.4460 -0.7356 7.1751
Cl -4.4888 -0.2606 8.6396
C -3.2886 -2.1890 6.8941
C -2.3778 -2.7408 5.6474
Cl -4.1175 -3.4828 7.9877
H 4.7709 -0.5626 6.2800
H 3.4881 -1.9688 6.2501
H 3.2692 -0.5492 5.0195
H 3.1125 -0.3682 8.2946
H 1.6208 -0.6075 7.1661
H 0.7342 3.3133 4.8595
H 0.2376 1.5122 4.5919
H 0.1971 3.0709 7.5626
H -1.2102 3.2334 6.3028
H -1.4214 1.3103 8.3481
H -0.3874 0.2398 7.1913
H -5.3775 1.5820 6.0249
H -3.8696 3.0428 7.1709
H -1.8023 -1.9204 5.0460
H -1.6039 -3.5897 5.9691
H -3.1311 -3.2844 4.9013
O 4.7547 -3.1819 3.5971
C 5.2892 -2.3560 2.8757
O 4.6480 -1.6698 1.8846
C 5.5974 -0.8744 1.1761
C 6.7520 -0.6928 2.1262
C 6.7395 -1.9800 2.9112
H 5.8887 -1.4073 0.2648
H 5.1435 0.0812 0.8981
H 7.7007 -0.4990 1.6186
H 6.5499 0.1496 2.7989
H 7.3238 -2.7625 2.4191
H 7.0823 -1.8275 3.9372
O 6.6141 -0.3993 -1.8952
C 6.2629 -1.2224 -2.7243
O 4.9693 -1.4175 -3.1154
C 4.9132 -2.5264 -4.0115
C 6.3058 -2.6567 -4.5707
C 7.1671 -2.1915 -3.4239
H 4.6061 -3.4146 -3.4494
H 4.1756 -2.3302 -4.7951
H 6.5400 -3.6688 -4.9113
H 6.4290 -1.9762 -5.4220
H 7.4115 -3.0095 -2.7406
H 8.0750 -1.6981 -3.7784
O -4.0272 4.9907 1.7384
C -3.7232 6.1183 2.0909
O -4.2172 6.7365 3.2036
C -3.7334 8.0781 3.2477
C -2.4883 8.0799 2.3999
C -2.7997 7.0400 1.3535
H -4.5080 8.7421 2.8500
H -3.5222 8.3601 4.2833
H -2.2525 9.0628 1.9835
H -1.6306 7.7519 2.9997
H -3.3301 7.4689 0.4988
H -1.8980 6.5166 1.0273
O 3.8821 -2.6396 -7.2517
C 2.7780 -2.1304 -7.3507
O 1.6159 -2.8332 -7.4911
C 0.5372 -1.9201 -7.6875
C 1.0163 -0.6103 -7.1185
C 2.4999 -0.6581 -7.3833
H 0.3256 -1.8550 -8.7599
H -0.3550 -2.2870 -7.1717
H 0.5207 0.2581 -7.5606
H 0.8369 -0.5880 -6.0367
H 2.7491 -0.2691 -8.3744
H 3.0629 -0.1332 -6.6080
O -2.7426 -2.1971 -5.6442
C -3.3438 -2.6837 -6.5875
O -3.3708 -2.1470 -7.8427
C -4.2537 -2.9132 -8.6607
C -4.3439 -4.2612 -7.9945
C -4.1912 -3.9187 -6.5341
H -5.2223 -2.4040 -8.7016
H -3.8481 -2.9853 -9.6741
H -5.2705 -4.7938 -8.2245
H -3.5039 -4.8899 -8.3140
H -5.1511 -3.6737 -6.0711
H -3.6887 -4.7183 -5.9850
O -6.4437 -1.4749 -4.7009
C -6.0048 -0.7017 -3.8656
O -6.7289 0.3030 -3.2908
C -5.8739 1.0730 -2.4472
C -4.7204 0.1636 -2.1135
C -4.5954 -0.6809 -3.3564
H -5.5544 1.9658 -2.9950
H -6.4210 1.3832 -1.5521
H -3.8054 0.7047 -1.8583
H -4.9852 -0.4742 -1.2614
H -3.9517 -0.2105 -4.1049
H -4.2456 -1.6891 -3.1228
*
```

- M (g/mol) = 838.78
- total energy (eV) = -119720.786
- HOMO energy (eV) = -11.4
- orbital gap (eV) = 7.12


Molecular formula: C49H62N3O2
Method: DFT, ωB97M-V/def2-TZVPD

The geometry in ORCA input format:
```
! RIJCOSX wB97M-V def2-TZVPD def2/J DEFGRID3
* xyz 1 1
C 3.1379 0.8926 -0.9580
C 3.3457 -0.4203 -1.6921
C 4.4364 -0.1887 -2.7489
C 3.8893 -1.5014 -0.7676
C 1.9869 -0.8247 -2.3370
C 1.8124 -0.4280 -3.6633
C 1.0772 -1.2352 -4.5116
C 0.3225 -2.2688 -3.9726
C 0.1112 -2.3872 -2.5937
C -0.9022 -3.4834 -2.1393
C -1.8056 -3.0783 -0.9773
C -0.1208 -4.7736 -1.8265
C -1.8966 -3.8232 -3.2648
C 0.9274 -1.5771 -1.7397
N 0.6534 -1.4818 -0.3254
C 0.9184 -2.5943 0.5939
C 0.3297 -2.1323 1.8933
N 0.2194 -0.6769 1.7347
C 0.0177 0.1440 2.9156
C 1.0928 0.3694 3.8289
C 2.5693 -0.1330 3.7411
C 3.5413 0.8895 4.3591
C 3.0843 -0.3301 2.3311
C 2.7032 -1.4259 4.5540
C 0.8318 1.0780 5.0043
C -0.3268 1.8181 5.1595
C -1.3643 1.6101 4.2606
C -1.2764 0.6208 3.2721
C -2.6330 -0.0025 2.8217
C -3.7920 0.9795 3.0466
C -2.8903 -1.2537 3.6711
C -2.6631 -0.3573 1.3504
C 0.2622 -0.3528 0.3792
C -0.1718 0.8357 -0.2420
C -0.1632 2.0821 0.5259
C 0.9969 2.5192 1.2526
C 0.9448 3.5315 2.1887
C -0.2998 4.1657 2.4172
N -0.5878 4.6530 3.7217
O -1.7831 4.9359 3.9808
O 0.3340 4.7202 4.5654
C -1.3836 3.9566 1.5439
C -1.3241 2.8982 0.6534
H 2.2620 0.7933 -0.3137
H 4.0149 1.1565 -0.3520
H 2.9234 1.7087 -1.6609
H 4.5627 -1.0750 -3.3823
H 4.2273 0.6801 -3.3830
H 5.3921 0.0022 -2.2417
H 3.9854 -2.4534 -1.3038
H 4.8771 -1.2074 -0.3895
H 3.2416 -1.6492 0.0913
H 2.3279 0.4501 -4.0568
H 1.0934 -1.0691 -5.5891
H -0.1512 -2.9576 -4.6690
H -2.3152 -2.1331 -1.1843
H -2.5782 -3.8509 -0.8413
H -1.2823 -2.9837 -0.0291
H 0.0975 -5.3098 -2.7587
H 0.8429 -4.5773 -1.3433
H -0.7120 -5.4380 -1.1824
H -1.4126 -4.3281 -4.1081
H -2.6615 -4.5111 -2.8785
H -2.4132 -2.9249 -3.6271
H 0.4831 -3.5305 0.2365
H 1.9985 -2.7873 0.6805
H -0.6703 -2.5647 2.0619
H 0.9411 -2.3932 2.7646
H 3.4718 0.9280 5.4505
H 4.5708 0.5965 4.1130
H 3.3689 1.8937 3.9516
H 2.4308 -0.9734 1.7526
H 3.1905 0.6270 1.8072
H 4.0758 -0.8082 2.3641
H 2.0522 -2.2243 4.1842
H 3.7403 -1.7838 4.5120
H 2.4426 -1.2380 5.6024
H 1.5703 1.1187 5.8057
H -0.4465 2.5061 5.9951
H -2.2803 2.1811 4.4120
H -3.6066 1.9317 2.5316
H -4.7207 0.5550 2.6438
H -3.9620 1.1690 4.1126
H -2.0911 -1.9937 3.5489
H -2.9398 -0.9841 4.7334
H -3.8411 -1.7188 3.3818
H -2.0554 -1.2305 1.1124
H -3.6897 -0.5722 1.0256
H -2.2907 0.4744 0.7442
H -0.2854 0.8273 -1.3171
H 1.9499 2.0219 1.0849
H 1.7945 3.8051 2.8106
H -2.2715 4.5786 1.6522
H -2.2163 2.6429 0.0835
C -2.8244 2.3399 -2.2485
C -3.9881 1.6546 -1.4598
C -3.7013 0.1951 -1.6212
C -2.5558 -0.0225 -2.3689
C -1.9204 1.2093 -2.6821
C -1.1680 1.3915 -3.9297
C -1.4070 0.5692 -5.0604
C -0.8055 0.8511 -6.2820
C 0.0762 1.9289 -6.3991
C 0.2745 2.7875 -5.3111
C -0.3324 2.5216 -4.0881
H -3.2597 2.8523 -3.1249
H -2.2772 3.1141 -1.7027
H -4.0254 1.9653 -0.4044
H -4.9482 1.9581 -1.9051
H -4.3691 -0.5790 -1.2456
H -2.1571 -0.9767 -2.7188
H -2.0975 -0.2751 -4.9720
H -1.0267 0.2199 -7.1453
H 0.6010 2.1014 -7.3386
H 0.8996 3.6741 -5.4162
H -0.1848 3.1738 -3.2217
*
```

- M (g/mol) = 725.05
- total energy (eV) = -60372.375
- HOMO energy (eV) = -9.8
- orbital gap (eV) = 4.42